Formula: C4H3NO
Source: the OMol25 dataset
Level of theory: the ωB97M-V functional and the def2-TZVPD basis

Geometry as XYZ:
```
9
Properties=species:S:1:pos:R:3:forces:R:3
O 0.865 -0.809 1.035 -0.06 0.09 0.18
C 0.385 -0.273 -0.167 0.04 0.08 -0.22
C -1.988 0.611 0.051 0.47 -0.53 -0.25
C -1.131 -0.326 -0.250 -0.39 0.42 0.17
C 0.884 1.107 -0.395 0.33 0.77 -0.12
N 1.300 2.171 -0.563 -0.36 -0.88 0.16
H 0.482 -0.303 1.766 0.08 -0.13 -0.07
H 0.804 -0.901 -0.958 -0.08 0.11 0.07
H -1.600 -1.277 -0.519 -0.04 0.07 0.09
```
Positions in Å, forces in eV/Å.

Frontier orbital gap, eV: 10.089
LUMO level, eV: -1.23
F_max, eV Å⁻¹: 0.97